Record 1
Formula: CH5ClN2O
Source: the OMol25 dataset
Level of theory: ωB97M-V with the def2-TZVPD basis set

Computed properties:
Strongest force on any atom (eV Å⁻¹): 2.914
Gap between HOMO and LUMO (eV): 9.835
E_tot (Ha): -685.9257
ΔE to the lowest compared entry with this formula, charge and spin (kJ/mol): 169.4
E_LUMO (eV): 0.715
SMILES: [H]/N=N/[H].C=O.Cl

Structure (ORCA input):
```
! RIJCOSX wB97M-V def2-TZVPD def2/J DEFGRID3
* xyz 0 1
C 0.26 -1.61 -0.61
N 2.28 0.46 -0.41
N 2.84 0.80 0.64
O -0.28 -0.99 -1.47
Cl -5.77 1.66 0.44
H 0.07 -2.70 -0.37
H 1.23 -1.39 -0.05
H 1.37 1.09 -0.56
H 3.57 0.09 1.04
H -5.57 2.59 1.36
*
```

Record 2
Formula: CH5ClN2S
Source: the OMol25 dataset
Level of theory: ωB97M-V with the def2-TZVPD basis set

Computed properties:
Strongest force on any atom (eV Å⁻¹): 3.333
Gap between HOMO and LUMO (eV): 9.803
E_tot (Ha): -1008.9138
ΔE to the lowest compared entry with this formula, charge and spin (kJ/mol): 140.0
E_LUMO (eV): 0.847
SMILES: C/N=N/S.Cl

Structure (ORCA input):
```
! RIJCOSX wB97M-V def2-TZVPD def2/J DEFGRID3
* xyz 0 1
C -0.07 -1.53 0.00
N 0.41 -0.23 -0.44
N 1.62 0.00 -0.30
S 2.27 1.42 -0.80
Cl -2.85 2.25 1.06
H 0.69 -2.24 0.19
H -0.74 -1.51 0.95
H -0.84 -1.93 -0.73
H -3.98 2.74 0.65
H 3.49 1.03 -0.58
*
```

Record 3
Formula: CH5ClN2S
Source: the OMol25 dataset
Level of theory: ωB97M-V with the def2-TZVPD basis set

Computed properties:
Strongest force on any atom (eV Å⁻¹): 3.714
Gap between HOMO and LUMO (spin up / spin down) (eV): 8.017 / 8.025
E_tot (Ha): -1008.8161
ΔE to the lowest compared entry with this formula, charge and spin (kJ/mol): 396.7
E_LUMO (spin up / spin down) (eV): -0.310 / -0.304

Structure (ORCA input):
```
! RIJCOSX wB97M-V def2-TZVPD def2/J DEFGRID3
* xyz 0 1
C 0.88 -1.03 -0.33
N 0.69 0.27 0.29
N -1.10 0.76 -0.38
S -1.54 2.00 0.66
Cl -2.19 -0.50 -0.53
H 0.21 -1.79 -0.12
H 0.93 -1.04 -1.47
H 1.85 -1.39 0.07
H 0.54 0.25 1.33
H -0.29 2.47 0.48
*
```

Record 4
Formula: CH5ClNOP
Source: the OMol25 dataset
Level of theory: ωB97M-V with the def2-TZVPD basis set

Computed properties:
Strongest force on any atom (eV Å⁻¹): 4.468
Gap between HOMO and LUMO (eV): 11.104
E_tot (Ha): -972.6926
ΔE to the lowest compared entry with this formula, charge and spin (kJ/mol): 62.4
E_LUMO (eV): 0.597
SMILES: C[P@@](N)(=O)Cl

Structure (ORCA input):
```
! RIJCOSX wB97M-V def2-TZVPD def2/J DEFGRID3
* xyz 0 1
C -0.81 0.76 0.86
N 0.22 -1.65 -0.63
O -0.16 0.82 -1.83
P 0.28 0.25 -0.55
Cl 2.10 0.88 -0.08
H -1.69 0.05 1.20
H -0.04 1.01 1.63
H -1.18 1.75 0.58
H 0.70 -1.94 -1.49
H 0.59 -1.92 0.31
*
```

Record 5
Formula: CH5ClNOP
Source: the OMol25 dataset
Level of theory: ωB97M-V with the def2-TZVPD basis set

Computed properties:
Strongest force on any atom (eV Å⁻¹): 3.046
Gap between HOMO and LUMO (spin up / spin down) (eV): 8.842 / 8.722
E_tot (Ha): -972.5497
ΔE to the lowest compared entry with this formula, charge and spin (kJ/mol): 0.0
E_LUMO (spin up / spin down) (eV): 0.889 / -2.366

Structure (ORCA input):
```
! RIJCOSX wB97M-V def2-TZVPD def2/J DEFGRID3
* xyz 0 3
C 0.17 -1.58 0.69
N -1.34 2.02 -0.29
O 1.79 0.64 0.33
P 0.51 0.09 -0.14
Cl 0.44 -0.29 -2.07
H -0.83 -1.55 1.12
H 0.19 -2.44 -0.14
H 0.91 -1.82 1.46
H -0.81 2.74 0.29
H -1.03 2.20 -1.25
*
```

Record 6
Formula: CH5F3N3
Source: the OMol25 dataset
Level of theory: ωB97M-V with the def2-TZVPD basis set

Computed properties:
Strongest force on any atom (eV Å⁻¹): 4.230
Gap between HOMO and LUMO (eV): 12.678
E_tot (Ha): -504.4120
ΔE to the lowest compared entry with this formula, charge and spin (kJ/mol): 164.9
E_LUMO (eV): -3.650
SMILES: F[NH2+]CNN(F)F

Structure (ORCA input):
```
! RIJCOSX wB97M-V def2-TZVPD def2/J DEFGRID3
* xyz 1 1
C 0.29 -0.29 -0.12
N -0.97 -0.04 -0.76
N 0.51 0.99 0.77
N -1.88 0.44 0.13
F 0.92 2.02 0.02
F -2.67 -0.68 0.67
F -2.82 1.19 -0.45
H 1.22 -0.40 -0.84
H 0.16 -1.12 0.58
H -1.11 -0.59 -1.59
H 1.00 1.06 1.67
H -0.71 1.13 0.99
*
```

Record 7
Formula: CH5FN2
Source: the OMol25 dataset
Level of theory: ωB97M-V with the def2-TZVPD basis set

Computed properties:
Strongest force on any atom (eV Å⁻¹): 4.651
Gap between HOMO and LUMO (eV): 11.215
E_tot (Ha): -250.3497
ΔE to the lowest compared entry with this formula, charge and spin (kJ/mol): 295.7
E_LUMO (eV): 1.096
SMILES: CNNF

Structure (ORCA input):
```
! RIJCOSX wB97M-V def2-TZVPD def2/J DEFGRID3
* xyz 0 1
C -0.95 0.34 0.07
N 0.07 -0.68 0.30
N 1.37 -0.62 -0.33
F 1.93 0.68 0.13
H -0.97 1.40 0.39
H -1.24 0.17 -1.01
H -1.88 0.08 0.54
H 0.27 -0.86 1.22
H 1.41 -0.51 -1.30
*
```

Record 8
Formula: CH5FNO2P
Source: the OMol25 dataset
Level of theory: ωB97M-V with the def2-TZVPD basis set

Computed properties:
Strongest force on any atom (eV Å⁻¹): 2.601
Gap between HOMO and LUMO (eV): 11.162
E_tot (Ha): -687.5610
ΔE to the lowest compared entry with this formula, charge and spin (kJ/mol): 257.8
E_LUMO (eV): -0.268

Structure (ORCA input):
```
! RIJCOSX wB97M-V def2-TZVPD def2/J DEFGRID3
* xyz 0 1
C -2.10 -0.57 -0.26
N -0.28 1.54 0.58
O 1.68 -0.35 0.34
O -0.70 -0.93 -0.34
F 4.20 -0.19 -0.25
P 0.30 0.16 0.20
H -2.49 -1.26 0.57
H -2.45 -0.68 -1.27
H -1.97 0.52 0.08
H 3.23 -0.43 -0.26
H 0.58 2.21 0.63
*
```

Record 9
Formula: CH5FOP2
Source: the OMol25 dataset
Level of theory: ωB97M-V with the def2-TZVPD basis set

Computed properties:
Strongest force on any atom (eV Å⁻¹): 5.880
Gap between HOMO and LUMO (eV): 7.371
E_tot (Ha): -898.8286
ΔE to the lowest compared entry with this formula, charge and spin (kJ/mol): 220.4
E_LUMO (eV): -0.889
SMILES: CO[P@@H](F)=P

Structure (ORCA input):
```
! RIJCOSX wB97M-V def2-TZVPD def2/J DEFGRID3
* xyz 0 1
C 1.57 -0.47 -0.28
O 0.42 -0.24 -0.94
F -0.51 1.97 0.06
P -3.07 0.27 0.53
P -0.89 0.33 0.04
H 1.54 0.07 0.73
H 2.34 0.09 -1.03
H 1.88 -1.52 -0.08
H -3.22 -0.85 -0.26
H -0.07 0.35 1.23
*
```

Record 10
Formula: CH5FP2
Source: the OMol25 dataset
Level of theory: ωB97M-V with the def2-TZVPD basis set

Computed properties:
Strongest force on any atom (eV Å⁻¹): 2.900
Gap between HOMO and LUMO (spin up / spin down) (eV): 8.040 / 8.494
E_tot (Ha): -823.5153
ΔE to the lowest compared entry with this formula, charge and spin (kJ/mol): 0.0
E_LUMO (spin up / spin down) (eV): 0.586 / -1.453

Structure (ORCA input):
```
! RIJCOSX wB97M-V def2-TZVPD def2/J DEFGRID3
* xyz 0 3
C 1.68 0.94 -0.90
F -2.99 -0.24 0.85
P 0.61 0.10 0.28
P -2.04 -1.63 0.81
H 1.39 1.92 -1.13
H 1.67 0.34 -1.77
H 0.45 0.97 1.56
H 1.26 -0.93 0.89
H -2.03 -1.48 -0.58
*
```

Record 11
Formula: CH5FSi
Source: the OMol25 dataset
Level of theory: ωB97M-V with the def2-TZVPD basis set

Computed properties:
Strongest force on any atom (eV Å⁻¹): 6.045
Gap between HOMO and LUMO (eV): 12.171
E_tot (Ha): -430.3781
ΔE to the lowest compared entry with this formula, charge and spin (kJ/mol): 59.4
E_LUMO (eV): 1.061
SMILES: FC[SiH3]

Structure (ORCA input):
```
! RIJCOSX wB97M-V def2-TZVPD def2/J DEFGRID3
* xyz 0 1
C -0.75 -0.33 0.48
F -1.39 -1.25 -0.14
Si 0.76 0.31 -0.42
H -1.61 0.50 0.75
H -0.52 -0.82 1.53
H 0.37 1.11 -1.47
H 1.65 -0.72 -1.25
H 1.49 1.21 0.50
*
```

Record 12
Formula: CH5FeO
Source: the OMol25 dataset
Level of theory: ωB97M-V with the def2-TZVPD basis set

Computed properties:
Strongest force on any atom (eV Å⁻¹): 4.634
Gap between HOMO and LUMO (spin up / spin down) (eV): 6.754 / 7.965
E_tot (Ha): -1379.8419
E_LUMO (spin up / spin down) (eV): 0.376 / -0.360

Structure (ORCA input):
```
! RIJCOSX wB97M-V def2-TZVPD def2/J DEFGRID3
* xyz 0 6
H -0.24 -0.68 -0.09
C -0.81 0.98 0.26
H -1.06 0.55 1.24
H -0.93 2.06 0.47
H -1.36 0.88 -0.69
Fe 1.66 0.99 -0.14
O 0.99 -0.86 -0.32
H 1.33 -1.63 0.13
*
```